No. 1
Below is a molecular structure, C19H16AlBBrCl5F3KNaO11P in a non-equilibrium geometry, with properties calculated with ωB97M-V/def2-TZVPD.

Structure (ORCA input):
```
! RIJCOSX wB97M-V def2-TZVPD def2/J DEFGRID3
* xyz 0 1
O -0.84461 2.25515 -1.65383
C -1.28021 2.35902 -2.80917
Br -0.54948 3.83141 -3.97225
C -2.39485 1.43966 -3.48727
P -1.96456 -0.41307 -3.59142
Cl -3.63717 -1.37997 -2.66264
C -0.51205 -0.87800 -2.47740
C 0.89431 -0.26136 -2.89424
C 1.20241 0.58155 -4.14941
C 2.62578 1.17669 -4.46410
C 3.77169 0.89520 -3.46278
C 3.50260 0.00591 -2.20429
C 2.08821 -0.56426 -1.91959
H -3.41360 1.58537 -2.93147
H -2.58346 1.80349 -4.56387
H -0.39768 -2.02981 -2.56118
H -0.73710 -0.68463 -1.35914
H 0.37166 0.82757 -4.90321
H 2.75013 1.81760 -5.41230
H 4.81571 1.30528 -3.65816
H 4.33648 -0.25284 -1.45451
H 1.87454 -1.20907 -0.99197
C 2.51154 0.73344 3.02565
C 2.52064 2.09982 2.96571
C 1.39763 2.67248 2.11418
O 1.17768 3.86201 1.98330
C 0.51323 1.72902 1.38635
C 0.51101 0.37338 1.43348
C 1.56990 -0.20321 2.37429
O 1.69436 -1.39950 2.62395
O -0.24397 -0.42803 0.81517
O 3.31328 2.88095 3.51418
H 3.26730 0.22760 3.61734
H -0.21030 2.23012 0.75243
K -0.69277 0.14950 3.23397
C -6.44027 -4.11916 -3.03575
Cl -7.82592 -5.21327 -2.82251
Cl -6.36046 -2.98287 -1.67301
Cl -4.93457 -5.05148 -3.09041
Cl -6.63116 -3.21105 -4.55372
C 2.36817 -4.44181 -1.82991
O 1.18907 -3.71690 -1.51659
H 2.59157 -4.31137 -2.88905
H 3.20369 -4.05989 -1.23288
H 2.21398 -5.50254 -1.62061
H 1.01279 -3.84877 -0.57524
Na -5.24441 1.36938 -3.48208
Al 5.02009 -1.47788 -0.40798
O -7.18665 3.35497 -1.78165
H -7.43853 4.10389 -1.24736
B 0.42468 1.91458 9.11152
O -0.04367 1.45944 7.78682
C 0.98697 1.52382 6.96018
O 0.94042 1.21674 5.78554
C 2.16764 2.01450 7.67792
O 3.26691 2.18482 7.20466
O 1.85026 2.24867 8.94608
F 0.27136 0.86698 10.07326
F -0.30946 3.07117 9.52161
F -2.34077 -4.53043 -3.56465
*
```

Output
gap between HOMO and LUMO	0.0529	Ha
energy relative to the best compared isomer or geometry (same formula, charge and spin)	174.2	kcal/mol


No. 2
Below is a molecular structure, C19H16AsAuCl2S, with properties calculated with ωB97M-V/def2-TZVPD.

Structure (ORCA input):
```
! RIJCOSX wB97M-V def2-TZVPD def2/J DEFGRID3
* xyz 0 1
Au 0.00229 -1.23798 -3.18906
S 2.24450 -1.30017 -2.86791
C 2.59404 -1.26754 -1.12876
C 3.96273 -1.38183 -0.84592
C 4.44185 -1.34541 0.44725
C 3.55629 -1.19472 1.50624
C 2.20344 -1.08670 1.24296
C 1.70007 -1.11492 -0.06093
As -0.23701 -1.05995 -0.33355
C -0.51820 0.85442 -0.64870
C -1.77668 1.40204 -0.39787
C -2.05484 2.72054 -0.73404
C -1.07791 3.50363 -1.33684
C 0.17653 2.96643 -1.58510
C 0.45778 1.64958 -1.24302
C -0.86870 -1.14460 1.51574
C -0.84123 -0.06604 2.39674
C -1.30754 -0.21048 3.69472
C -1.80261 -1.43479 4.12631
C -1.83367 -2.51305 3.25567
C -1.37348 -2.36457 1.95343
H 4.64965 -1.50212 -1.67464
H 5.50557 -1.43545 0.62757
H 3.91259 -1.16641 2.52760
H 1.52320 -0.98101 2.07686
H -2.54781 0.79563 0.06567
H -3.03297 3.13559 -0.52447
H -1.29401 4.52980 -1.60492
H 0.94254 3.57110 -2.05359
H 1.43729 1.23852 -1.45401
H -0.44936 0.88995 2.07091
H -1.28062 0.63311 4.37283
H -2.16439 -1.54564 5.14043
H -2.22022 -3.46857 3.58612
H -1.40720 -3.20737 1.27209
Cl -2.23935 -0.86943 -4.08062
C -2.33211 0.91964 -3.94333
Cl -1.24426 1.72131 -5.06501
H -2.04886 1.18528 -2.93157
H -3.35733 1.18218 -4.17527
*
```

Output
gap between HOMO and LUMO	0.2886	Ha
energy relative to the best compared isomer or geometry (same formula, charge and spin)	0.0	kcal/mol


No. 3
Below is a molecular structure, C19H16BBrF7N5OSZr, with properties calculated with ωB97M-V/def2-TZVPD.

Structure (ORCA input):
```
! RIJCOSX wB97M-V def2-TZVPD def2/J DEFGRID3
* xyz -1 2
Zr 0.01080 -0.18355 0.66025
O 1.10903 -0.33331 -1.24724
N 1.65592 -1.49313 -1.59666
C 1.69122 -1.78773 -2.91242
C 2.27318 -2.94096 -3.35455
C 2.82396 -3.81556 -2.41058
C 2.75886 -3.50320 -1.07857
C 2.14240 -2.31846 -0.63382
S 1.98684 -1.87787 1.00794
H 1.21688 -1.05131 -3.54446
H 2.28057 -3.16075 -4.41151
H 3.28426 -4.74236 -2.72676
H 3.15196 -4.16355 -0.31959
N -0.77558 1.26418 -3.15338
C -2.07015 1.76636 -2.69538
C -2.73586 0.81556 -1.71660
N -2.02352 0.77145 -0.42065
H -0.15445 1.07472 -2.37191
H -0.31655 1.96712 -3.72004
H -2.72565 1.85669 -3.56586
H -2.01144 2.76162 -2.23234
H -2.78513 -0.18557 -2.13778
H -3.76345 1.15941 -1.55613
H -2.59203 0.25650 0.24835
H -1.98793 1.72446 -0.06906
F 0.25898 1.68242 3.34952
B 0.54209 0.42293 2.94905
F -1.50507 -0.10594 2.01375
Br -1.01093 -3.19584 2.37770
C -1.27685 -3.22132 0.49599
C -1.72427 -4.37490 -0.07161
C -1.93504 -4.44593 -1.46714
C -1.64498 -3.26921 -2.18996
C -1.20190 -2.15017 -1.55246
N -0.99272 -2.04976 -0.17617
H -1.91144 -5.22491 0.56978
H -2.28944 -5.34767 -1.94327
H -1.76266 -3.22988 -3.26674
H -0.95192 -1.26784 -2.12506
F -1.12308 3.38272 0.08140
C 0.24508 3.28969 0.16436
C 0.87722 2.07277 0.28678
C 2.26300 2.20796 0.41106
F 3.04757 1.12383 0.57125
C 2.93246 3.41437 0.37825
F 4.27203 3.46691 0.48732
C 2.23306 4.59936 0.23291
F 2.88049 5.77050 0.19732
C 0.86022 4.53618 0.12451
F 0.14363 5.66353 -0.01322
N 1.04421 -1.31142 5.00045
C 0.78839 -0.55254 4.17166
*
```

Output
<S²>	0.768
gap between HOMO and LUMO (spin up / spin down)	0.1780 / 0.2820	Ha
energy relative to the best compared isomer or geometry (same formula, charge and spin)	35.1	kcal/mol